# C3H11NP

A 2-piece molecular cluster, C3H11NP overall (ωB97M-V/def2-TZVPD, the OMol25 dataset).

Energy relative to the best compared isomer or geometry (same formula, charge and spin)   3.925 eV
Frontier orbital gap (alpha / beta)   0.2288 / 0.3521 Ha
Charge   +1

XYZ file:
```
16
Properties=species:S:1:pos:R:3:forces:R:3
C 0.91110 1.00140 -1.23427 -0.275 -0.072 0.168
C -3.11556 0.05771 -0.00733 0.852 -0.077 0.070
C 1.17362 -1.62748 0.07199 -0.387 0.207 0.001
N 1.06216 0.71051 1.46386 -0.492 -0.118 -0.003
P 0.30564 -0.01597 0.16634 0.797 0.164 -0.257
H 0.80519 0.44974 -2.16758 -0.042 -0.057 0.042
H 1.96319 1.24372 -1.05578 -0.123 -0.150 0.007
H 0.34069 1.92537 -1.31778 -0.042 -0.015 0.044
H -3.19960 -0.93391 0.39216 -0.056 -0.219 0.090
H -3.15751 0.20564 -1.06802 -0.014 0.042 -0.268
H -3.18696 0.90122 0.65066 -0.028 0.198 0.152
H 0.98512 -2.21850 0.96645 -0.067 0.008 0.020
H 2.24448 -1.43820 -0.01785 -0.047 0.115 -0.011
H 0.82396 -2.18076 -0.79675 -0.067 -0.012 -0.022
H 0.94578 1.70471 1.60934 -0.009 0.065 -0.071
H 1.09869 0.21481 2.34456 0.000 -0.080 0.037
```
Forces are in eV/Å.

These are the Mulliken partial charges, in e, on atoms 1 to 5: -0.972 -0.904 -1.024 -0.480 0.657